C30H60NO11 | ωB97M-V/def2-TZVPD

- E_LUMO (alpha / beta) (eV) = 0.48 / -0.08
- total charge = 0
- total energy (Eh) = -2061.05815
- HOMO-LUMO gap (alpha / beta) (eV) = 9.20 / 9.60
- multiplicity = 2

Last column: Mulliken charge in e.
Geometry (Å):
C: 10.03595 8.20367 -1.08518  -0.619
H: 0.23460 -6.59580 0.68902  0.270
H: -4.08050 0.68829 -0.35338  -1.144
H: -0.45000 -5.01380 1.47150  0.222
H: -6.76061 3.64128 -1.04190  0.303
H: -4.78613 -1.03233 -5.00623  0.349
H: 0.06614 -2.70980 1.00488  0.189
H: 5.38168 4.45509 -0.31865  0.208
H: 9.18329 3.51355 0.00445  0.310
C: -0.07767 -2.68604 -0.17910  0.199
C: 3.09895 0.82517 2.03195  -0.555
C: -5.94013 -1.82303 -0.50899  1.401
H: -6.14716 1.90704 -2.53623  0.340
C: -6.17446 -0.20270 -0.45237  -1.617
O: 8.96999 7.28948 -0.83564  -0.299
H: -4.31472 -3.74928 -3.91040  0.328
H: 5.09630 5.22577 1.28522  0.290
C: -2.90724 2.63091 1.40075  -0.437
H: 7.46190 -6.23384 4.00851  0.286
H: -4.93279 -3.30050 1.02918  0.401
H: 2.53165 -6.21732 2.40816  0.238
O: 3.56999 3.98948 0.59513  -0.309
H: -3.07470 -0.69581 -2.03250  -0.345
O: 6.39282 -5.94420 2.24586  -0.315
O: -7.26618 -2.12649 -2.44299  -0.551
H: -0.80661 -5.45715 -0.39887  0.261
H: 2.14819 0.29212 2.11902  0.024
C: 0.14989 -1.08748 -0.59446  -0.398
C: 8.49895 4.12517 0.60119  -0.523
H: -6.35007 2.45718 0.36611  0.237
C: -5.28457 2.04640 -1.72993  -0.898
C: -4.17792 -0.38123 -2.36248  -0.646
C: -5.68254 -1.36774 -4.29279  -1.144
H: 7.10679 -7.72313 3.05792  0.285
H: -2.60293 4.60254 0.29889  0.411
H: 8.32806 -6.56561 2.49621  0.221
H: 8.89778 4.28425 1.60826  0.305
H: -4.95858 5.17346 -0.47721  0.284
C: -3.25307 3.62122 0.10343  -0.305
H: 10.78168 7.75509 -1.74942  0.287
H: -3.70499 -2.63540 -0.30498  -0.165
C: -0.00484 -5.46084 0.48109  -0.616
H: -0.17846 -0.87801 -1.71273  0.189
H: 9.61748 9.08310 -1.58234  0.219
O: 1.26612 -4.79865 0.09602  -0.368
H: 10.49630 8.52577 -0.14555  0.287
O: 8.24762 5.37260 -0.04298  -0.226
H: -4.37957 2.53478 -2.32741  0.356
C: -7.27863 -2.49013 0.24407  -1.337
H: 7.54819 3.59212 0.68825  0.089
H: 0.24783 1.79504 -0.27342  0.373
H: -2.85370 3.17731 -0.90801  0.067
C: -3.81795 -2.90176 -3.23159  -0.992
H: -2.99340 -2.33591 -3.86879  0.262
H: 4.21748 5.78310 -0.15157  0.282
C: -5.87470 3.01404 -0.54666  -0.456
H: -1.19476 -2.95887 -0.45792  -0.160
O: 5.08760 2.55573 1.55423  -0.575
H: -7.21778 0.07852 -0.95864  0.349
N: -6.02596 -2.26379 -1.94387  0.636
C: -4.64963 -2.37629 0.33419  -0.843
O: 4.32518 -5.26361 1.95217  -0.253
H: -1.10866 1.53696 2.35265  0.333
H: -3.38652 -3.45778 -2.29673  0.109
H: 3.49778 0.98425 3.03903  0.348
O: 10.48760 5.85573 0.12346  -0.542
H: -3.07372 3.31792 2.36203  0.386
C: 2.96557 -5.21259 2.38013  -0.383
H: -6.24805 0.21966 0.65131  0.368
H: -0.62902 3.15956 1.51220  0.253
H: 2.88681 -4.72795 3.35864  0.352
O: 2.84762 2.07260 1.38779  -0.179
C: 1.02743 -3.69556 -0.85190  -0.531
H: -1.56400 1.42065 -0.83519  0.032
H: 0.64536 -4.10507 -1.88063  0.234
H: -8.15703 -1.71197 0.24316  0.254
C: 4.63595 4.90367 0.34559  -0.537
C: 5.14064 -5.97860 2.76769  0.729
H: -3.66135 1.73777 1.51115  0.097
C: 7.36483 -6.66050 3.00499  -0.618
O: 4.80621 -6.55269 3.79216  -0.542
C: 3.95083 2.84336 1.21370  0.678
C: 9.35083 6.14336 -0.21707  0.716
H: -7.57706 -3.52966 -0.25414  0.324
H: -7.03467 -2.73245 1.38120  0.387
H: -5.14133 4.30270 1.18390  0.249
H: -6.38900 -0.43036 -4.22022  0.256
C: -4.94646 -1.73302 -2.83522  0.448
H: 2.40522 -4.61605 1.65498  0.019
H: 3.78329 0.21355 1.43522  0.340
C: -0.69887 -0.20481 0.51122  -0.509
H: -6.16493 -2.30267 -4.80468  0.332
H: -1.80129 -0.61610 0.50403  -0.315
H: 1.30650 -0.90066 -0.51111  0.296
C: -0.82208 1.39659 0.06995  0.002
H: 2.05979 -3.17097 -1.05647  0.319
H: -4.30475 -1.52307 1.09250  0.145
C: -4.81575 4.11301 0.05151  -0.740
H: -0.15822 -0.32585 1.54388  0.439
C: -4.90267 0.50644 -1.19970  2.155
H: -4.03682 0.29973 -3.33020  0.370
C: -1.32543 2.19814 1.40874  -0.735

Force components x, y, z for each atom (eV/Å):
0.3768 0.3568 -0.1054
-0.2918 2.3204 -0.3903
-1.6995 -0.5177 -1.7749
0.7806 -0.6592 -2.0425
1.8399 -1.3812 1.1744
-1.8183 -0.7242 1.4920
-0.3736 -0.1534 -2.5721
-0.0596 0.0558 0.2467
0.0157 0.2016 0.1890
0.3763 1.2681 -0.1570
0.0820 -0.4717 0.2413
-2.1450 -0.5674 2.4851
1.7454 0.2497 1.6167
0.5165 0.3139 -0.4136
0.0847 -0.9162 0.4586
0.9940 2.0005 1.4509
0.0288 -0.1827 -0.1904
0.1191 1.3205 0.2100
-0.1401 -0.1896 -0.1285
0.5638 1.9131 -1.8512
0.1257 0.1479 0.1373
0.0727 -1.0703 0.5332
-2.3789 0.7560 -0.4816
-0.9270 0.0615 0.2544
2.6067 -0.6688 1.2375
1.7264 0.2285 1.8777
0.0431 0.3402 -0.1632
-0.1197 -0.9422 0.5815
0.0300 -0.5939 0.2765
0.9932 0.6645 -1.9637
-0.7654 -0.9182 -0.4817
0.5425 0.1369 -0.0464
1.5074 0.3591 -0.4866
-0.0415 0.2288 0.1374
-1.3027 -2.0931 -0.4715
-0.3385 0.1501 -0.1073
0.0781 -0.0260 -0.2591
0.5884 -2.4741 0.9020
0.5528 0.8068 0.6875
-0.0577 0.0223 0.2653
-1.8865 0.4726 1.0728
-0.2460 -1.1132 -0.0725
0.5593 -0.3803 2.3571
-0.1884 -0.3191 0.1201
-2.2611 0.2652 -1.2817
0.0229 -0.1955 -0.1883
0.7344 0.8324 -0.2654
-1.8466 -1.0173 1.5108
0.2129 -0.2495 0.5157
0.0406 0.3224 -0.1054
-2.3876 -0.8590 0.7191
-1.0069 0.7686 2.0011
-0.6795 0.0992 -0.3307
-1.5639 -1.4037 1.4843
-0.1657 -0.3259 0.1207
-0.3734 1.0623 -0.5035
2.3528 0.3214 0.6721
-1.5644 0.3871 -0.4852
2.3628 -0.8336 0.8241
-1.3682 1.9512 -0.2195
0.5464 0.6026 0.6932
0.9770 -0.6116 0.6180
-0.4485 1.2324 -1.7948
-0.6101 1.3020 -1.7201
0.0814 -0.0330 -0.2540
-1.6841 0.4460 -0.5138
0.2667 -1.5370 -1.9805
-0.5481 0.3296 0.2693
0.2780 -1.2122 -2.1684
-1.7591 -1.8862 -0.1441
0.1188 -0.3091 0.0111
0.7278 0.7374 -0.2307
-0.7036 0.4711 0.1603
1.3685 0.2181 1.7528
0.5935 0.6261 1.8541
1.5884 -1.7964 -0.2300
0.4239 0.3928 -0.1261
-0.3006 -0.1234 0.2962
1.6003 1.5329 -0.4241
0.3493 -0.2385 0.2378
0.5366 0.7893 -1.4390
0.3495 0.0131 0.0554
0.4724 -0.1664 0.1616
0.5662 2.4873 0.9438
-0.3671 0.6847 -2.3752
0.7346 -0.3091 -2.3767
1.1969 -2.1416 -0.0002
0.5802 -0.1692 -3.3032
0.5639 -0.2770 0.2059
0.0070 0.1753 0.1932
0.3283 0.4209 -1.7668
0.6511 1.9490 1.2429
2.1336 0.6066 0.4341
-2.2178 -0.0445 -0.1398
0.6068 -1.2465 0.8760
-2.0430 -1.0141 0.6873
-0.7762 -1.7350 -1.6581
-0.1662 0.0590 0.9039
-1.2770 0.2403 -1.8842
0.7548 1.4040 0.8717
-0.3427 -1.5146 2.0745
0.1630 0.5064 -0.3265



C9H7N5 | ωB97M-V/def2-TZVPD

- E_LUMO (eV) = -0.14
- energy above the lowest of the compared OMol25 structures with the same formula, charge and spin (kcal per mole) = 75.7
- total charge = 0
- total energy (Eh) = -620.78437
- HOMO-LUMO gap (eV) = 7.92
- multiplicity = 1

Last column: Mulliken charge in e.
Geometry (Å):
N: 1.18876 1.63648 -0.02847  -1.068
C: -2.43943 1.03423 0.17129  -0.889
N: 4.07707 0.32796 -0.22479  -0.484
H: 4.66180 -0.04557 0.71466  0.371
C: -0.56522 -0.58249 0.25693  0.488
H: 3.88679 1.44175 -0.18147  0.334
H: -3.60529 -2.11927 -0.05389  0.235
H: -0.35024 2.87899 -0.28273  0.401
C: -2.79805 -1.30659 -0.20737  -0.267
C: 2.90492 -0.10559 0.00070  0.406
C: -0.03432 1.85476 -0.09357  -0.486
N: 1.65843 -1.86419 0.04781  -0.424
C: -1.50920 -1.61611 -0.09359  -0.538
N: 2.83566 -1.38954 0.02623  -0.650
H: -4.37445 0.34273 -0.28248  0.288
C: 0.94639 -0.84145 0.12330  0.458
C: -0.98696 0.76219 0.19961  0.729
H: -2.69911 2.00011 0.25225  0.484
H: -1.14445 -2.74046 -0.18660  0.283
C: -3.30558 0.02415 -0.10105  -0.293
N: 1.65249 0.30794 -0.05678  0.621

Force components x, y, z for each atom (eV/Å):
3.9883 -0.6287 -1.4510
3.5788 -3.2770 -0.8987
6.4054 6.9988 2.8988
-1.3957 1.7701 -3.4745
1.6898 -0.4616 -2.7784
1.7664 -2.7402 0.0758
1.4762 1.0894 -1.2436
-0.0586 -0.1345 0.3260
-4.3266 -0.7003 1.0622
-3.9010 -4.5333 -0.5374
-2.4793 -1.5052 1.7145
-2.5088 -2.8241 1.1452
3.0482 -1.9810 1.3376
5.5620 -2.5273 -0.1397
1.1752 -1.0348 0.4668
-7.8871 2.8780 -0.1673
-2.0911 -0.2046 -0.4684
-1.2039 3.3207 0.1136
-0.7376 2.6554 0.3789
-0.6608 0.5640 0.0416
-1.4400 3.2760 1.5981



CCl2O3S2 | ωB97M-V/def2-TZVPD

- E_LUMO (eV) = -0.75
- energy above the lowest of the compared OMol25 structures with the same formula, charge and spin (kcal per mole) = 2.1
- total charge = 0
- total energy (Eh) = -1980.59363
- HOMO-LUMO gap (eV) = 9.12
- multiplicity = 1

Last column: Mulliken charge in e.
Geometry (Å):
S: -0.82799 2.35161 1.30090  0.056
Cl: -2.46267 1.96533 0.22433  -0.098
S: 0.62921 0.84878 0.48169  0.554
O: 0.06705 -1.21749 -2.38472  -0.375
O: -0.09549 -0.39193 0.50879  -0.379
C: 0.28059 -1.94008 -1.53175  0.741
O: 0.61385 -2.68902 -0.73900  -0.350
Cl: 1.79544 1.07280 2.13976  -0.148

Force components x, y, z for each atom (eV/Å):
0.9707 -0.2771 0.0713
-0.0501 -0.1675 -0.2689
-1.1182 1.1146 -0.1307
-0.9460 1.8107 -1.8100
-0.0485 -0.3896 0.1573
0.7877 -0.5858 0.1607
0.2275 -1.5412 1.4821
0.1769 0.0359 0.3382